C5H8BrClO as an isolated structure at a distorted geometry. Source: the Open Molecules 2025 dataset; level of theory: wB97M-V/def2-TZVPD.

```
16
Properties=species:S:1:pos:R:3
C -0.9591 0.4205 -1.2883
C 1.0689 -0.7881 -0.7318
C -0.3175 0.3045 1.2009
C -0.3012 -0.3768 -0.2049
C -2.8843 0.6007 -0.7923
O -0.6466 1.0613 -2.1995
Cl -3.1557 2.1038 0.0920
Br -3.4729 -0.9580 0.2183
H 1.2380 -1.7488 -0.2905
H 1.2545 -0.9008 -1.8770
H 1.7821 -0.2068 -0.2325
H -1.3646 0.6669 1.2260
H -0.0891 -0.4184 2.0490
H 0.2921 1.2090 1.4671
H -0.8295 -1.3388 -0.0562
H -3.3589 0.5747 -1.7880
```

Gap between HOMO and LUMO (spin up / spin down) ... 0.213 / 0.303 Eh
2S+1 ... 3
Net charge ... 0
<S²> ... 2.0115
Max |F| ... 6.35 eV Å⁻¹

A 5-piece molecular cluster, C37H79BN4O6S overall at a distorted geometry. Source: the Open Molecules 2025 dataset; level of theory: wB97M-V/def2-TZVPD.

```
128
Properties=species:S:1:pos:R:3
C 2.9482 -1.3443 -0.6503
C 2.7165 -0.0277 0.0833
C 1.2959 0.2654 0.5371
C 1.1152 1.7624 0.8298
C 2.0792 2.3071 1.8615
C 1.5893 2.5329 3.1522
C 2.3928 3.0515 4.1636
C 3.7202 3.3601 3.8996
C 4.2236 3.1286 2.6326
C 3.4169 2.6233 1.6208
O 0.4007 0.0498 -0.6541
S -1.0889 -0.0297 -0.0873
O -1.7647 1.2142 -0.2791
O -1.8077 -1.1290 -0.6393
O -0.7490 -0.1521 1.4853
C 0.6398 -0.6594 1.5357
C 0.5174 -2.1637 1.1025
B 1.3200 -0.8057 2.9670
O 0.6465 -0.5823 4.1423
O 2.6101 -1.2426 2.9389
C 3.5064 -0.5597 3.8383
H 2.1785 -1.5750 -1.3796
H 3.9054 -1.3376 -1.1609
H 2.9917 -2.1580 0.0692
H 3.3852 -0.0075 0.9358
H 3.0321 0.7956 -0.5514
H 0.1156 1.9969 1.1690
H 1.2386 2.2807 -0.1167
H 0.5471 2.3230 3.3620
H 1.9728 3.2387 5.1400
H 4.3199 3.7846 4.6878
H 5.2590 3.3795 2.4591
H 3.8372 2.4690 0.6406
H 1.1230 -2.8112 1.7310
H 0.7853 -2.3273 0.0694
H -0.5077 -2.4816 1.2427
H 0.5625 0.3459 4.3785
H 4.4807 -1.0172 3.7142
H 3.1883 -0.6877 4.8671
H 3.5821 0.4878 3.5516
C -8.4463 -0.8289 2.7944
C -7.1618 -0.0949 2.4388
N -6.2028 -0.9225 1.7344
C -4.8865 -0.3147 1.6258
C -4.7465 0.9673 0.7989
C -6.6937 -1.5728 0.5326
C -7.2472 -0.6866 -0.5937
H -8.2336 -1.7274 3.3751
H -9.0847 -0.1796 3.3953
H -9.0165 -1.1140 1.9095
H -6.6935 0.2378 3.3691
H -7.4217 0.8181 1.8790
H -4.1907 -1.0628 1.2348
H -4.5372 -0.1049 2.6427
H -4.7803 0.7638 -0.2704
H -3.7818 1.4294 0.9965
H -5.5169 1.7022 1.0405
H -7.4769 -2.2772 0.8249
H -5.8937 -2.2011 0.1332
H -7.8914 0.1081 -0.2148
H -7.8468 -1.2942 -1.2761
H -6.4528 -0.2322 -1.1849
C -6.7003 -0.3001 -7.8450
C -5.6837 -0.3923 -6.7169
N -6.1302 0.2346 -5.4880
C -5.0745 0.3819 -4.5009
C -4.4545 -0.8892 -3.9096
C -7.4104 -0.2216 -4.9767
C -7.5681 -1.7151 -4.6563
H -6.9767 0.7375 -8.0363
H -6.2702 -0.7109 -8.7595
H -7.6066 -0.8674 -7.6305
H -4.7730 0.1195 -7.0392
H -5.4109 -1.4506 -6.5750
H -5.4486 1.0054 -3.6840
H -4.2734 0.9680 -4.9624
H -5.1156 -1.3640 -3.1849
H -3.5338 -0.6365 -3.3791
H -4.1976 -1.6216 -4.6761
H -8.1811 0.0530 -5.7015
H -7.6507 0.3636 -4.0855
H -7.1379 -2.3506 -5.4315
H -8.6293 -1.9634 -4.5832
H -7.1132 -1.9796 -3.7030
C 10.1680 3.2964 2.3058
C 9.3029 4.5118 2.6027
N 8.6398 4.4446 3.8918
C 7.6151 5.4603 4.0639
C 8.0602 6.9273 4.0971
C 9.5078 4.2172 5.0345
C 10.6343 5.2259 5.3003
H 9.5858 2.3767 2.3764
H 10.5655 3.3693 1.2928
H 11.0195 3.2213 2.9826
H 8.5286 4.5724 1.8328
H 9.9196 5.4178 2.4934
H 7.0544 5.2376 4.9766
H 6.8904 5.3373 3.2519
H 8.5301 7.1884 5.0436
H 7.1905 7.5780 3.9840
H 8.7509 7.1661 3.2886
H 9.9590 3.2285 4.9220
H 8.8828 4.1333 5.9271
H 11.1565 5.5110 4.3862
H 11.3719 4.7808 5.9710
H 10.2705 6.1304 5.7844
C 1.8475 -5.8974 -1.5515
C 0.6513 -4.9616 -1.6427
N 0.5674 -4.2558 -2.9066
C -0.4071 -3.1750 -2.8979
C -1.8876 -3.5258 -2.7186
C 0.5743 -5.0920 -4.0932
C -0.5277 -6.1518 -4.2351
H 2.7782 -5.3598 -1.7394
H 1.9002 -6.3277 -0.5503
H 1.7769 -6.7264 -2.2563
H 0.7461 -4.2149 -0.8504
H -0.2626 -5.5348 -1.4190
H -0.2890 -2.5965 -3.8188
H -0.1284 -2.4883 -2.0930
H -2.3147 -3.9481 -3.6286
H -2.4519 -2.6233 -2.4898
H -2.0534 -4.2263 -1.8991
H 1.5411 -5.5995 -4.1436
H 0.5605 -4.4402 -4.9702
H -0.7042 -6.6903 -3.3031
H -0.2323 -6.8881 -4.9858
H -1.4707 -5.7204 -4.5662
```

Gap between HOMO and LUMO ... 0.297 Eh
Net charge ... 0
Max |F| ... 2.28 eV Å⁻¹
SMILES ... CC[C@@]1(Cc2ccccc2)OS(=O)(=O)O[C@]1(C)B(O)OC.CCN(CC)CC.CCN(CC)CC.CCN(CC)CC.CCN(CC)CC

C8H18ClI2InNO2P as an isolated structure at a distorted geometry. Source: the Open Molecules 2025 dataset; level of theory: wB97M-V/def2-TZVPD.

```
34
Properties=species:S:1:pos:R:3
I 0.0775 4.6834 -1.7288
I 1.3113 4.3976 0.6742
In -0.3151 0.4538 -0.4171
P 1.7338 -0.3825 -1.6587
C 3.3859 -0.7699 -0.9928
C 1.3011 -1.7829 -2.7428
H 0.9725 1.3052 -3.1899
H 2.6658 0.8375 -3.5571
H 2.2792 1.9299 -2.1797
C 1.9489 1.0551 -2.7542
H 0.3070 -1.6096 -3.1753
H 2.0291 -1.9163 -3.5568
H 4.1239 -0.9473 -1.7971
H 3.3457 -1.6756 -0.3646
H 1.2603 -2.7140 -2.1587
H 3.7523 0.0630 -0.3716
C 1.5312 -0.2472 1.6993
O 2.1222 -0.4464 2.6547
Cl -1.7147 0.4146 -2.3519
C -4.4539 -0.7648 3.1995
N -3.6807 -0.0447 2.1903
C -4.2045 1.1600 1.5828
C -2.4489 -0.3719 1.8184
C -1.7892 -1.6311 2.2888
O -1.8455 0.4764 1.0727
H -5.3849 -0.2060 3.3280
H -3.9445 -0.7975 4.1657
H -4.7019 -1.7863 2.9055
H -3.5561 2.0174 1.7894
H -4.2889 1.0391 0.4961
H -5.1925 1.3234 2.0187
H -1.6068 -2.3019 1.4262
H -0.8430 -1.3772 2.7992
H -2.4499 -2.1520 3.0029
```

Gap between HOMO and LUMO ... 0.222 Eh
Net charge ... +2
Max |F| ... 3.29 eV Å⁻¹

The molecule C23H30ClN7O at a distorted geometry. Source: the Open Molecules 2025 dataset; level of theory: wB97M-V/def2-TZVPD.

```
62
Properties=species:S:1:pos:R:3
C -1.6018 2.4967 -0.0881
C -0.8583 2.6507 -1.3754
N -0.1867 3.7746 -1.4872
C 0.4759 3.9970 -2.6053
N 1.2164 5.0310 -2.9700
C 1.6061 4.7157 -4.2071
N 1.1745 3.5570 -4.6690
N 0.4504 3.0768 -3.6565
C -0.2236 1.9129 -3.5779
C -0.1671 1.0207 -4.7684
C -0.8970 1.6640 -2.3961
C -1.6522 0.3740 -2.2157
C -0.9608 -0.5848 -1.2324
C 0.5034 -0.7734 -1.6001
O 0.8686 -1.0372 -2.7305
N 1.3624 -0.5835 -0.5792
C 2.7898 -0.7368 -0.7356
C 3.3216 -1.9932 -0.0445
C 3.1716 -1.9361 1.4763
N 1.7847 -1.8937 1.9178
C 1.6722 -1.3806 3.2802
C 0.3188 -1.7915 3.8813
N -0.6905 -1.8729 2.8596
C -1.6296 -0.9008 2.6358
C -1.5828 0.3525 3.2637
C -2.5729 1.2900 3.0530
C -3.6303 1.0413 2.1939
C -3.6692 -0.1869 1.5576
Cl -4.9596 -0.5344 0.4524
C -2.7081 -1.1538 1.7749
C -0.4193 -2.9161 1.8929
C 1.0941 -3.1661 1.7964
H -2.5959 2.0886 -0.2479
H -1.0669 1.8340 0.5896
H -1.6772 3.4716 0.3843
H 2.2289 5.3585 -4.7964
H 0.4516 1.4884 -5.5295
H 0.2667 0.0626 -4.4833
H -1.1635 0.8477 -5.1720
H -2.6605 0.5770 -1.8487
H -1.7351 -0.1266 -3.1784
H -1.4596 -1.5546 -1.3005
H -1.0505 -0.2201 -0.2106
H 1.0384 -0.5758 0.3790
H 3.2853 0.1496 -0.3259
H 2.9866 -0.7908 -1.8090
H 4.3831 -2.0938 -0.2754
H 2.8102 -2.8656 -0.4522
H 3.6522 -1.0211 1.8339
H 3.7030 -2.7920 1.9281
H 1.7572 -0.2902 3.2311
H 2.4802 -1.7593 3.9279
H 0.4056 -2.7848 4.3378
H 0.0187 -1.1018 4.6675
H -0.7637 0.6087 3.9157
H -2.5121 2.2436 3.5547
H -4.3969 1.7779 2.0220
H -2.8146 -2.1102 1.2912
H -0.9296 -3.8494 2.1695
H -0.7818 -2.5976 0.9143
H 1.3117 -3.6034 0.8223
H 1.4278 -3.8843 2.5641
```

Gap between HOMO and LUMO ... 0.318 Eh
Net charge ... 0
Max |F| ... 1.39 eV Å⁻¹
SMILES ... Cc1nc2ncnn2c(C)c1CCC(=O)NCCCN1CCN(c2cccc(Cl)c2)CC1

- Which of these has the lowest max |F|?
  C23H30ClN7O

- Look up the net charge of the second one.
  0